{"formula": "C25H30BrInN2O2S4", "method": "ωB97M-V/def2-TZVPD", "total_charge": 2, "multiplicity": 1, "total_energy_ha": -5587.1027, "symbols": ["In", "C", "C", "S", "C", "C", "S", "C", "C", "S", "C", "C", "S", "H", "H", "H", "H", "H", "H", "H", "H", "H", "H", "H", "H", "H", "H", "H", "H", "Br", "C", "C", "C", "C", "O", "C", "C", "N", "C", "C", "C", "C", "C", "C", "C", "C", "N", "C", "C", "H", "H", "H", "H", "H", "H", "H", "H", "H", "H", "C", "O", "H", "H", "H", "H"], "positions_angstrom": [[-0.271, -0.052, -0.176], [-3.346, 0.163, -2.106], [-3.934, -0.119, -0.726], [-2.756, -0.978, 0.360], [-3.187, -0.312, 1.996], [-1.965, 0.097, 2.814], [-0.933, 1.365, 2.047], [-2.089, 2.717, 1.757], [-1.307, 3.916, 1.224], [-0.390, 3.636, -0.311], [-1.648, 3.954, -1.568], [-2.718, 2.877, -1.721], [-1.940, 1.296, -2.138], [-4.121, 0.578, -2.752], [-3.003, -0.754, -2.587], [-4.809, -0.760, -0.829], [-4.258, 0.804, -0.245], [-3.750, -1.072, 2.536], [-3.853, 0.534, 1.836], [-1.286, -0.742, 2.971], [-2.287, 0.449, 3.794], [-2.546, 2.987, 2.712], [-2.877, 2.405, 1.075], [-0.555, 4.220, 1.953], [-1.981, 4.764, 1.092], [-1.098, 4.076, -2.503], [-2.121, 4.913, -1.357], [-3.386, 3.139, -2.543], [-3.314, 2.787, -0.816], [5.587, 3.711, 2.540], [4.231, 2.489, 2.102], [3.655, 1.694, 3.102], [2.671, 0.782, 2.799], [2.195, 0.637, 1.490], [1.247, -0.263, 1.248], [2.772, 1.446, 0.482], [2.468, 1.287, -0.908], [1.420, 0.690, -1.367], [1.297, 0.342, -2.737], [1.792, 1.035, -3.802], [1.650, 0.524, -5.115], [1.032, -0.671, -5.341], [0.482, -1.401, -4.257], [-0.178, -2.643, -4.404], [-0.707, -3.274, -3.310], [-0.619, -2.641, -2.061], [-0.009, -1.485, -1.886], [0.587, -0.874, -2.962], [3.810, 2.348, 0.808], [4.001, 1.793, 4.123], [2.241, 0.158, 3.573], [3.206, 1.663, -1.617], [2.309, 1.975, -3.650], [2.056, 1.088, -5.943], [0.951, -1.072, -6.343], [-0.254, -3.091, -5.387], [-1.201, -4.231, -3.390], [-1.063, -3.087, -1.179], [4.269, 2.931, 0.019], [-0.563, -3.663, 1.371], [-0.229, -2.288, 1.143], [-0.669, -3.863, 2.436], [0.198, -4.322, 0.950], [-1.515, -3.851, 0.879], [0.598, -2.034, 1.583]], "forces_ev_per_angstrom": [[0.1, 0.0, 0.4], [-0.1, 0.0, 0.0], [0.0, 0.1, -0.1], [-0.1, -0.1, -0.2], [0.1, 0.0, 0.1], [-0.1, 0.0, -0.1], [0.1, 0.1, 0.0], [-0.1, 0.1, 0.1], [-0.1, 0.0, 0.0], [0.1, 0.0, 0.0], [-0.1, 0.0, 0.0], [0.0, 0.1, 0.0], [0.2, -0.3, 0.1], [0.0, 0.0, 0.0], [0.0, 0.0, 0.0], [0.0, 0.0, 0.0], [0.0, 0.0, 0.0], [0.0, -0.1, 0.0], [0.0, 0.0, 0.0], [0.0, 0.0, 0.0], [0.0, 0.0, 0.0], [0.0, -0.1, 0.0], [0.0, 0.0, 0.0], [0.0, 0.0, 0.0], [0.0, 0.0, 0.0], [0.0, 0.0, 0.0], [0.0, 0.0, 0.0], [0.0, 0.0, 0.0], [0.0, 0.0, 0.0], [0.1, 0.1, 0.0], [-0.1, -0.1, 0.0], [0.0, 0.0, 0.0], [0.0, 0.0, 0.0], [-0.3, 0.0, -0.1], [0.3, -0.1, 0.1], [0.1, 0.1, -0.1], [0.0, 0.0, 0.1], [-0.2, 0.1, -0.4], [-0.1, -0.1, 0.2], [0.0, 0.0, -0.1], [0.0, 0.0, 0.1], [0.0, 0.0, 0.0], [0.0, 0.0, -0.2], [0.0, 0.0, 0.0], [0.1, 0.0, 0.1], [0.0, 0.0, 0.0], [-0.1, 0.1, -0.3], [-0.1, 0.2, 0.3], [0.0, 0.0, 0.0], [0.0, 0.0, 0.0], [0.0, 0.0, 0.0], [0.0, 0.0, 0.0], [0.0, 0.0, 0.0], [0.0, 0.0, 0.0], [0.0, 0.0, 0.0], [0.0, 0.0, 0.0], [0.0, 0.0, 0.0], [0.0, 0.0, -0.1], [0.0, 0.0, 0.0], [0.1, 0.0, 0.0], [-0.1, 0.1, 0.0], [0.0, 0.0, 0.0], [0.0, 0.0, 0.0], [0.0, 0.0, 0.0], [0.0, -0.1, 0.0]], "nbo_charge": [1.487, -0.551, -0.533, 0.324, -0.526, -0.556, 0.369, -0.552, -0.554, 0.255, -0.552, -0.531, 0.316, 0.264, 0.248, 0.262, 0.226, 0.265, 0.234, 0.263, 0.264, 0.253, 0.202, 0.258, 0.250, 0.251, 0.253, 0.253, 0.211, 0.123, -0.139, -0.156, -0.228, 0.385, -0.899, -0.243, 0.258, -0.628, 0.094, -0.182, -0.172, -0.163, -0.104, -0.058, -0.266, 0.098, -0.584, 0.225, -0.146, 0.246, 0.226, 0.203, 0.234, 0.247, 0.243, 0.246, 0.255, 0.219, 0.234, -0.254, -0.774, 0.198, 0.196, 0.184, 0.529]}



{"formula": "C25H30BrMnO6P", "method": "ωB97M-V/def2-TZVPD", "multiplicity": 6, "total_energy_ha": -5488.4880, "symbols": ["Mn", "Br", "C", "C", "C", "C", "C", "C", "C", "C", "C", "C", "H", "H", "H", "H", "H", "H", "C", "O", "C", "C", "C", "C", "C", "C", "O", "C", "O", "C", "H", "H", "H", "H", "H", "H", "H", "H", "H", "C", "C", "O", "P", "O", "C", "C", "O", "C", "C", "H", "H", "H", "H", "H", "H", "H", "H", "H", "H", "H", "H", "H", "H", "H"], "positions_angstrom": [[0.783, 1.112, -0.729], [0.957, 2.638, 1.533], [-0.795, 3.376, 1.166], [-1.357, 4.143, 2.112], [-2.577, 4.808, 1.846], [-3.163, 4.700, 0.651], [-2.619, 3.825, -0.332], [-3.326, 3.622, -1.568], [-2.814, 2.742, -2.470], [-1.660, 1.954, -2.141], [-0.963, 2.133, -0.985], [-1.443, 3.117, -0.038], [-0.843, 4.189, 3.059], [-3.082, 5.395, 2.618], [-4.111, 5.189, 0.431], [-4.240, 4.211, -1.856], [-3.278, 2.583, -3.427], [-1.408, 1.119, -2.757], [4.504, -4.347, 1.690], [5.339, -3.291, 1.229], [4.873, -2.227, 0.634], [5.856, -1.281, 0.198], [5.425, -0.159, -0.461], [4.072, 0.205, -0.653], [3.719, 1.354, -1.437], [4.771, 2.161, -2.231], [2.551, 1.839, -1.463], [3.112, -0.755, -0.187], [1.843, -0.561, -0.322], [3.538, -1.992, 0.381], [5.228, -5.118, 1.947], [3.853, -4.701, 0.950], [3.926, -4.033, 2.535], [6.905, -1.560, 0.331], [6.206, 0.571, -0.755], [5.581, 1.608, -2.678], [5.342, 2.949, -1.628], [4.235, 2.732, -2.968], [2.767, -2.695, 0.668], [-4.268, 0.783, -0.055], [-4.132, -0.422, -0.956], [-3.488, -1.544, -0.239], [-1.885, -1.586, -0.538], [-1.332, -0.658, 0.678], [-1.340, -0.978, 2.084], [-2.727, -0.676, 2.625], [-1.600, -3.042, 0.154], [-1.488, -4.242, -0.623], [-0.051, -4.389, -1.122], [-4.769, 1.588, -0.549], [-3.292, 1.134, 0.287], [-4.837, 0.444, 0.793], [-3.537, -0.157, -1.894], [-5.159, -0.750, -1.243], [-0.524, -0.407, 2.436], [-1.066, -2.077, 2.205], [-3.032, 0.262, 2.244], [-2.820, -0.785, 3.730], [-3.352, -1.417, 2.176], [-2.204, -4.343, -1.435], [-1.690, -5.060, 0.066], [0.336, -3.479, -1.572], [-0.036, -5.172, -1.893], [0.585, -4.581, -0.249]], "forces_ev_per_angstrom": [[0.5, -0.8, 0.3], [-0.5, 0.1, 0.1], [0.4, -0.2, 0.1], [0.0, 0.4, 1.0], [0.2, 0.4, 1.7], [-0.7, -0.5, -1.5], [-1.3, 0.6, 0.1], [0.1, 0.6, -0.5], [0.5, -0.6, 0.2], [-1.2, 0.8, 0.3], [0.1, 0.4, 0.5], [0.3, -0.9, -2.2], [-0.2, 0.4, 0.2], [0.4, -0.1, -0.1], [0.2, 0.0, 0.1], [1.0, -0.5, 0.7], [-0.3, 0.0, -0.2], [0.2, -0.2, -0.8], [1.5, 0.5, 0.5], [1.0, -1.3, 0.6], [-0.8, 1.5, -1.1], [-0.4, -0.3, -0.2], [1.6, 0.7, 0.3], [0.3, -0.7, -0.3], [0.1, 1.0, 0.6], [0.5, 0.9, 1.3], [1.1, -0.3, -0.5], [-0.8, 0.1, -0.3], [-0.2, -0.1, 0.1], [0.2, 0.4, 0.2], [-0.3, -0.1, 0.2], [-0.9, -0.5, -1.3], [-0.3, 0.2, 0.6], [-0.4, 0.4, 0.0], [-0.6, -0.6, 0.0], [-0.1, -0.6, -0.3], [-1.1, -1.1, -0.2], [-0.2, 0.1, -0.4], [0.0, 0.1, 0.0], [0.7, -0.7, 0.2], [0.0, -0.2, -0.8], [-0.7, 0.9, -1.2], [0.3, -0.2, 0.8], [0.4, -0.1, -0.6], [-0.3, -2.0, -0.6], [0.9, -1.1, 1.0], [-0.3, -0.1, -0.2], [0.9, 0.1, 0.2], [-0.3, -0.1, 0.1], [-0.4, 0.4, -0.3], [-0.1, 0.0, -0.1], [-0.3, 0.2, 0.5], [-0.7, -0.5, 1.1], [0.9, -0.1, 0.0], [0.6, 0.8, 0.9], [-0.4, 1.3, 0.0], [-0.4, 1.1, 0.1], [0.2, 0.4, -0.7], [-0.7, -0.4, -0.1], [-0.2, 0.5, -0.1], [-0.2, 0.0, 0.1], [-0.2, 0.2, -0.1], [0.4, 0.0, 0.4], [0.0, -0.3, -0.4]], "lowdin_spin": [4.645, 0.059, 0.003, 0.006, -0.002, 0.002, -0.001, 0.018, 0.000, 0.037, 0.015, 0.009, 0.001, 0.000, 0.000, 0.001, -0.001, 0.007, 0.000, 0.001, 0.002, 0.003, 0.001, 0.004, 0.012, 0.003, 0.069, 0.009, 0.064, 0.003, 0.000, 0.000, 0.000, 0.000, 0.000, 0.000, 0.000, 0.000, 0.000, 0.000, 0.000, 0.001, 0.006, 0.020, 0.001, 0.000, 0.001, 0.000, 0.000, 0.000, 0.000, 0.000, 0.000, 0.000, 0.000, 0.000, 0.000, 0.000, 0.000, 0.000, 0.000, 0.000, 0.000, 0.000]}